Molecular formula: C2H5ClN2S
Method: DFT, ωB97M-V with the def2-TZVPD basis set

As for the HOMO energy (spin up / spin down): -9.6 / -8.1 eV. The calculation puts the HOMO-LUMO gap (spin up / spin down) at 0.330 / 0.284 Ha. The value obtained for the total energy is -28487.9551 eV. As for the LUMO energy (spin up / spin down): -0.633 / -0.411 eV. The calculation puts the energy above the lowest of the compared OMol25 structures with the same formula, charge and spin at 4.551 eV. The value obtained for the largest force on an atom is 3.87 eV/A. As for the charge: 0.

Atoms and positions in Å:
C  1.032  -0.287  0.574
C  0.462  0.806  -0.364
N  0.706  -1.582  0.226
N  -1.916  0.026  -0.518
S  -1.181  1.194  0.300
Cl  -3.406  -0.432  -0.095
H  2.157  -0.301  0.574
H  0.959  0.027  1.704
H  0.957  1.690  -0.383
H  0.065  0.519  -1.397
H  0.166  -1.660  -0.620

---

Molecular formula: C2H5ClNO2S
Method: DFT, ωB97M-V with the def2-TZVPD basis set

As for the HOMO energy (spin up / spin down): -4.1 / -4.1 eV. The calculation puts the HOMO-LUMO gap (spin up / spin down) at 0.261 / 0.264 Ha. The value obtained for the total energy is -31096.7146 eV. As for the LUMO energy (spin up / spin down): 3.062 / 3.103 eV. The calculation puts the energy above the lowest of the compared OMol25 structures with the same formula, charge and spin at 2.734 eV. The value obtained for the largest force on an atom is 3.47 eV/A. As for the charge: -1.

Atoms and positions in Å:
C  -1.037  0.908  0.651
C  -0.220  -0.393  0.626
N  1.015  -0.435  -0.035
O  -0.211  -0.828  -2.371
O  2.232  -1.076  -2.173
S  0.935  -1.113  -1.522
Cl  1.881  1.310  0.942
H  -1.369  1.220  -0.359
H  -1.872  0.717  1.208
H  -0.572  1.706  1.190
H  -0.064  -0.695  1.723
H  -0.718  -1.321  0.120